Entry a
The following is a quantum chemistry calculation of a 2-piece molecular cluster, C4H13N4O overall, from the OMol25 dataset.

Its charge is +1. As for the HOMO-LUMO gap: 10.4 eV. The LUMO energy is -0.1012 Ha. As for the spin multiplicity: 1.

```
22
C4H13N4O, DFT ωB97M-V with the def2-TZVPD basis set
C 0.502 -2.267 -1.774
C 1.204 -0.963 -1.407
O 1.316 -0.693 -0.206
N 1.562 -0.040 -2.326
H -0.074 -2.675 -0.938
H 1.449 -2.827 -1.773
H 1.913 0.885 -2.183
H 1.511 -0.354 -3.286
H -0.235 -2.357 -2.563
C -1.889 1.483 -0.365
C -0.662 0.614 1.598
N -1.658 0.496 0.710
N 0.193 1.641 1.436
N -0.520 -0.263 2.579
H -2.029 -0.420 0.510
H 0.610 1.651 0.518
H 0.693 2.026 2.225
H 0.088 -0.056 3.352
H -0.991 -1.148 2.620
H -1.556 1.082 -1.323
H -1.472 2.477 -0.222
H -2.969 1.599 -0.406
```

=====

Entry b
The following is a quantum chemistry calculation of a 2-piece molecular cluster, C4H13N4O overall, from the OMol25 dataset.

Its charge is +1. As for the HOMO-LUMO gap: 10.5 eV. The LUMO energy is -0.1061 Ha. As for the spin multiplicity: 1.

```
22
C4H13N4O, DFT ωB97M-V with the def2-TZVPD basis set
C -3.188 -1.948 -0.622
C -1.033 -1.072 0.336
N 0.290 -1.109 0.225
N -1.740 -1.740 -0.573
N -1.644 -0.490 1.359
H 0.669 -1.218 -0.701
H 0.819 -0.494 0.828
H -1.250 -2.449 -1.095
H -2.624 -0.579 1.510
H -1.102 -0.180 2.150
H -3.481 -2.041 -1.671
H -3.742 -1.155 -0.145
H -3.418 -2.962 -0.278
C 1.430 2.028 -1.450
C 2.012 1.493 -0.189
O 2.687 0.496 -0.050
N 1.589 2.174 0.951
H 1.986 1.880 1.835
H 1.637 3.179 0.922
H 1.803 3.045 -1.624
H 0.350 2.119 -1.516
H 1.841 1.485 -2.300
```

=====

Entry c
The following is a quantum chemistry calculation of a 2-piece molecular cluster, C4H13N4O overall, from the OMol25 dataset.

Its charge is +1. As for the HOMO-LUMO gap: 10.2 eV. The LUMO energy is -0.0947 Ha. As for the spin multiplicity: 1.

```
22
C4H13N4O, DFT ωB97M-V with the def2-TZVPD basis set
C -2.619 1.345 -2.122
C -1.271 0.948 -2.712
O -0.258 0.646 -1.879
N -0.852 0.809 -3.925
H -2.921 0.654 -1.414
H -3.489 1.371 -2.841
H 0.107 0.546 -4.197
H -1.453 0.756 -4.717
H -2.398 2.386 -1.789
C 2.113 -1.443 3.479
C 0.797 -0.475 1.373
N -0.413 -0.584 0.727
N 0.925 -1.253 2.486
N 1.696 0.531 1.206
H -1.107 -1.380 0.791
H -0.626 0.066 0.046
H 0.137 -2.025 2.568
H 2.606 0.636 1.576
H 1.615 1.036 0.352
H 2.993 -1.162 2.857
H 2.191 -2.570 3.765
H 2.228 -0.840 4.370
```

=====

It is entry c that is the least stable of them.

=====

Entry a
The following is a quantum chemistry calculation of a 2-piece molecular cluster, C3H10O overall, from the OMol25 dataset.

As for the HOMO-LUMO gap: 11.3 eV. The structure (SMILES) is CCO.C. The LUMO energy is 0.0384 Ha. As for the spin multiplicity: 1.

```
14
C3H10O, DFT ωB97M-V with the def2-TZVPD basis set
C 0.863 -1.503 2.093
C 0.074 -1.913 3.332
O -1.308 -2.207 2.798
H 1.917 -1.759 1.976
H 1.007 -0.429 1.914
H 0.374 -1.841 1.163
H 0.311 -2.841 3.841
H -0.065 -1.122 4.086
H -1.265 -2.146 1.845
C -0.361 3.226 -4.608
H 0.406 3.711 -3.995
H -0.471 3.536 -5.657
H -0.091 2.116 -4.548
H -1.390 3.172 -4.238
```

=====

Entry b
The following is a quantum chemistry calculation of a 2-piece molecular cluster, C3H10O overall, from the OMol25 dataset.

As for the HOMO-LUMO gap: 11.3 eV. The structure (SMILES) is CC.CO. The LUMO energy is 0.0345 Ha. As for the spin multiplicity: 1.

```
14
C3H10O, DFT ωB97M-V with the def2-TZVPD basis set
C 2.553 -0.173 1.253
C 1.034 -0.403 1.510
H 2.645 0.820 0.942
H 2.958 -0.235 2.225
H 2.863 -0.911 0.562
H 0.642 -1.340 1.037
H 0.885 -0.383 2.509
H 0.433 0.439 1.087
C -1.455 0.853 -1.536
O -2.136 -0.406 -1.325
H -1.008 1.016 -2.602
H -0.596 0.912 -0.879
H -2.283 1.656 -1.288
H -2.241 -0.393 -0.359
```

=====

Entry c
The following is a quantum chemistry calculation of a 2-piece molecular cluster, C3H10O overall, from the OMol25 dataset.

As for the HOMO-LUMO gap: 11.4 eV. The structure (SMILES) is CC.CO. The LUMO energy is 0.0380 Ha. As for the spin multiplicity: 1.

```
14
C3H10O, DFT ωB97M-V with the def2-TZVPD basis set
C -3.806 -1.436 -0.505
C -3.606 -1.244 0.991
H -3.237 -2.354 -0.732
H -4.870 -1.638 -0.733
H -3.459 -0.518 -1.016
H -2.650 -0.905 1.276
H -3.972 -2.108 1.543
H -4.294 -0.403 1.310
C 5.079 1.971 -0.766
O 4.902 1.820 0.730
H 4.042 2.107 -0.982
H 5.423 1.115 -1.282
H 5.797 2.709 -0.746
H 4.651 0.882 0.912
```

=====

Entry d
The following is a quantum chemistry calculation of a 2-piece molecular cluster, C3H10O overall, from the OMol25 dataset.

As for the HOMO-LUMO gap: 12.2 eV. The structure (SMILES) is CCC.O. The LUMO energy is 0.0336 Ha. As for the spin multiplicity: 1.

```
14
C3H10O, DFT ωB97M-V with the def2-TZVPD basis set
C 0.475 -1.218 1.032
C -0.534 -0.094 0.667
C 0.093 1.324 0.360
H 0.913 -1.613 0.099
H -0.026 -2.045 1.562
H 1.291 -0.835 1.668
H -1.209 -0.094 1.545
H -1.135 -0.380 -0.218
H 0.754 1.601 1.198
H -0.657 2.121 0.223
H 0.700 1.251 -0.558
O -0.494 -0.251 -2.690
H 0.470 -0.414 -2.579
H -0.640 0.645 -2.309
```

=====

It is entry b that is the least stable of them.

=====

Entry a
The following is a quantum chemistry calculation of a 2-piece molecular cluster, C3H10O overall, from the OMol25 dataset.

As for the HOMO-LUMO gap: 11.5 eV. The structure (SMILES) is CCO.C. The LUMO energy is 0.0381 Ha. As for the spin multiplicity: 1.

```
14
C3H10O, DFT ωB97M-V with the def2-TZVPD basis set
C -0.219 1.339 0.353
C -0.481 2.747 -0.166
O 0.777 3.507 -0.370
H -1.036 0.747 0.805
H 0.672 1.382 1.143
H 0.264 0.745 -0.471
H -1.265 2.832 -0.987
H -0.926 3.330 0.670
H 1.230 3.563 -1.210
C -0.109 -6.507 0.178
H 0.260 -7.553 0.561
H -0.383 -6.026 1.170
H 0.822 -6.025 -0.412
H -1.000 -6.521 -0.495
```

=====

Entry b
The following is a quantum chemistry calculation of a 2-piece molecular cluster, C3H10O overall, from the OMol25 dataset.

As for the HOMO-LUMO gap: 11.5 eV. The structure (SMILES) is CC.CO. The LUMO energy is 0.0389 Ha. As for the spin multiplicity: 1.

```
14
C3H10O, DFT ωB97M-V with the def2-TZVPD basis set
C -1.426 3.070 3.958
C 0.015 2.587 4.107
H -2.047 2.316 4.428
H -1.712 3.428 2.971
H -1.747 3.889 4.623
H 0.087 1.552 3.778
H 0.643 3.094 3.330
H 0.592 2.851 4.993
C 1.044 -4.136 -5.142
O 0.678 -3.295 -6.269
H 2.134 -4.111 -5.004
H 0.536 -3.819 -4.243
H 0.612 -5.030 -5.566
H 0.593 -2.394 -5.964
```

=====

It is entry a that is the least stable of them.

=====

Entry a
The following is a quantum chemistry calculation of a 2-piece molecular cluster, C4H8NO3 overall, from the OMol25 dataset.

Its charge is -1. As for the HOMO-LUMO gap: 8.4 eV. The LUMO energy is 0.1455 Ha. As for the spin multiplicity: 1.

```
16
C4H8NO3, DFT ωB97M-V with the def2-TZVPD basis set
C -1.384 0.665 -0.815
C -1.261 -0.641 -1.588
O -1.893 -0.777 -2.608
N -0.578 -1.764 -0.911
H -0.373 1.170 -1.151
H -1.321 0.378 0.239
H -0.236 -1.757 -0.011
H 0.037 -2.086 -1.722
H -2.135 1.409 -0.845
C 1.255 1.447 2.483
C 1.222 0.482 1.285
O 1.084 0.997 0.151
O 1.461 -0.679 1.625
H 0.332 2.043 2.495
H 2.018 2.220 2.523
H 1.529 0.925 3.313
```

=====

Entry b
The following is a quantum chemistry calculation of a 2-piece molecular cluster, C4H8NO3 overall, from the OMol25 dataset.

Its charge is -1. As for the HOMO-LUMO gap: 8.2 eV. The LUMO energy is 0.1340 Ha. As for the spin multiplicity: 1.

```
16
C4H8NO3, DFT ωB97M-V with the def2-TZVPD basis set
C -1.472 2.218 1.826
C -1.083 0.770 1.839
O -1.089 0.286 2.992
N -0.598 0.035 0.838
H -1.705 2.496 2.840
H -2.386 2.266 1.189
H 0.097 -0.679 0.971
H -0.519 0.363 -0.142
H -0.973 2.855 1.089
C 0.046 -1.761 -2.043
C 1.239 -0.731 -1.783
O 0.814 0.406 -1.453
O 2.381 -1.160 -1.991
H -0.370 -1.471 -3.014
H -0.763 -1.741 -1.335
H 0.525 -2.754 -2.054
```

=====

It is entry a that is the least stable of them.